Entry 1:
A 2-piece molecular cluster, H3N3O3S overall. Source: OMol25; level of theory: wB97M-V/def2-TZVPD.

Geometry as XYZ:
```
10
Properties=species:S:1:pos:R:3:nbo_charge:R:1
N -0.340 -1.568 3.940 0.005
N -0.845 -1.353 2.959 0.230
N -1.347 -1.348 1.881 -0.118
O -3.091 0.199 1.768 -0.419
O -1.884 -0.353 1.165 -0.152
O 0.798 -0.083 0.409 -0.860
S 0.721 0.840 -0.951 0.269
H -0.198 -0.411 0.537 0.490
H -3.411 0.500 0.834 0.480
H 0.416 2.096 -0.440 0.076
```

Calculated values
- energy above the lowest of the compared OMol25 structures with the same formula, charge and spin (kJ/mol) = 492.2
- HOMO-LUMO gap (eV) = 8.834
- net charge = 0
- spin multiplicity = 1
- calculated total energy (eV) = -21488.21392

=====

Entry 2:
C7H15NO2PS2 as an isolated structure. Source: OMol25; level of theory: wB97M-V/def2-TZVPD.

Geometry as XYZ:
```
28
Properties=species:S:1:pos:R:3:nbo_charge:R:1
C -0.880 -1.916 0.528 0.630
C 1.269 2.050 -1.638 -0.411
C 1.191 0.916 -2.670 -0.400
C 0.799 1.447 -0.305 -0.387
C 1.063 -0.365 -1.849 -0.388
C 0.179 0.087 -0.667 -0.311
C 0.199 -0.879 0.455 -0.170
N -0.789 -2.955 -0.290 -0.758
O -1.807 -1.763 1.324 -0.653
O 0.170 1.308 2.782 -1.011
P -0.858 0.181 2.374 1.282
S -1.053 -0.882 4.161 -0.184
S -2.583 1.240 1.875 -0.210
H 2.287 2.426 -1.544 0.223
H 0.635 2.884 -1.934 0.223
H 0.310 1.036 -3.301 0.212
H 2.066 0.887 -3.316 0.231
H 1.642 1.298 0.371 0.212
H 0.071 2.083 0.198 0.219
H 0.619 -1.178 -2.422 0.214
H 2.041 -0.675 -1.477 0.207
H -0.845 0.239 -1.025 0.227
H 1.178 -1.180 0.811 0.246
H -0.037 -3.056 -0.952 0.417
H -1.514 -3.659 -0.272 0.431
H -0.069 2.009 3.399 0.532
H -1.965 -1.734 3.708 0.186
H -3.322 0.152 1.677 0.190
```

Calculated values
- energy above the lowest of the compared OMol25 structures with the same formula, charge and spin (kJ/mol) = 0.0
- HOMO-LUMO gap (eV) = 8.726
- net charge = +1
- spin multiplicity = 1
- calculated total energy (eV) = -44041.28493

=====

Entry 3:
A single C11H23N5O3 molecule. Source: OMol25; level of theory: wB97M-V/def2-TZVPD.

Geometry as XYZ:
```
42
Properties=species:S:1:pos:R:3:nbo_charge:R:1
H -0.352 -2.135 -1.921 0.349
N -0.623 -2.101 -0.949 -0.875
C -1.814 -1.637 -0.709 0.616
N -2.683 -1.214 -1.669 -0.837
N -2.367 -1.526 0.505 -0.616
C -1.649 -2.147 1.587 -0.217
C -0.410 -1.333 2.098 -0.437
C -0.712 0.101 2.497 -0.431
C 0.372 1.170 2.173 -0.116
N 0.357 1.753 0.738 -0.775
C -0.234 1.254 -0.497 0.764
O -1.475 1.224 -0.617 -0.563
C 0.932 0.908 -1.380 -0.156
N 1.712 -0.122 -0.686 -0.856
C 0.512 0.596 -2.827 -0.230
C 0.123 1.957 -3.418 -0.611
C 1.507 -0.256 -3.655 -0.614
C 1.760 0.620 2.653 0.785
O 1.908 0.441 3.816 -0.590
O 2.701 0.477 1.738 -0.706
H -2.990 -0.280 -1.469 0.395
H -2.356 -1.159 -2.638 0.376
H -3.349 -1.259 0.585 0.414
H -1.245 -3.066 1.142 0.224
H -2.340 -2.329 2.441 0.200
H 0.289 -1.417 1.220 0.221
H 0.053 -1.763 2.978 0.227
H -0.947 0.231 3.557 0.226
H -1.593 0.359 1.965 0.215
H 0.159 2.119 2.680 0.225
H 0.174 2.775 0.803 0.393
H 1.608 1.712 -1.380 0.231
H 2.515 -0.523 -1.148 0.387
H 1.134 -0.964 -0.657 0.405
H -0.401 -0.002 -2.873 0.197
H -0.655 2.387 -2.771 0.219
H 0.933 2.694 -3.509 0.206
H -0.274 1.819 -4.422 0.212
H 2.584 0.073 -3.687 0.209
H 1.127 -0.369 -4.652 0.217
H 1.492 -1.260 -3.307 0.205
H 2.290 0.297 0.861 0.513
```

Calculated values
- energy above the lowest of the compared OMol25 structures with the same formula, charge and spin (kJ/mol) = 165.8
- HOMO-LUMO gap (eV) = 9.266
- net charge = 0
- spin multiplicity = 1
- calculated total energy (eV) = -25372.80262
- SMILES = [H]/N=C(\N)NCCC[C@H](NC(=O)[C@@H](N)C(C)C)C(=O)O

=====

Entry 4:
A single C20H35N3O5S molecule. Source: OMol25; level of theory: wB97M-V/def2-TZVPD.

Geometry as XYZ:
```
64
Properties=species:S:1:pos:R:3:nbo_charge:R:1
C -2.981 3.035 2.905 -0.597
C -2.442 4.028 1.877 -0.043
C -3.569 4.993 1.500 -0.614
C -1.253 4.786 2.485 -0.398
C -0.507 5.654 1.474 -0.398
C -0.053 4.835 0.271 -0.386
C -1.242 4.119 -0.382 -0.319
C -0.759 3.414 -1.640 0.699
O -0.273 4.050 -2.562 -0.646
N -0.893 2.063 -1.694 -0.614
C -0.293 1.309 -2.773 -0.232
C 1.179 1.037 -2.534 0.083
C 1.838 0.315 -3.698 -0.418
C 3.282 -0.034 -3.350 -0.387
C 3.334 -0.799 -2.038 -0.058
C 2.599 -0.002 -0.970 -0.063
O 1.259 0.255 -1.345 -0.547
C 2.869 -2.278 -2.067 -0.408
C 4.058 -2.626 -1.149 -0.057
N 4.788 -3.839 -1.412 -0.619
C 5.065 -4.752 -0.455 0.678
O 4.711 -4.670 0.704 -0.610
C 5.843 -5.984 -0.919 -0.775
S 7.287 -5.678 -1.904 2.321
N 8.166 -4.648 -0.979 -1.089
O 7.998 -6.915 -2.005 -0.930
O 6.878 -4.956 -3.080 -0.966
C 4.713 -1.284 -1.538 -0.401
C -1.958 3.245 0.645 -0.402
H -2.210 2.319 3.199 0.206
H -3.320 3.553 3.805 0.209
H -3.828 2.474 2.501 0.207
H -3.255 5.752 0.784 0.208
H -4.408 4.448 1.060 0.209
H -3.935 5.510 2.390 0.211
H -1.603 5.392 3.326 0.208
H -0.553 4.051 2.899 0.198
H -1.148 6.471 1.132 0.196
H 0.355 6.121 1.955 0.212
H 0.439 5.462 -0.472 0.233
H 0.673 4.080 0.596 0.191
H -1.929 4.888 -0.752 0.226
H -1.129 1.567 -0.852 0.405
H -0.820 0.359 -2.875 0.203
H -0.412 1.880 -3.693 0.231
H 1.690 1.996 -2.361 0.177
H 1.273 -0.599 -3.908 0.202
H 1.792 0.943 -4.591 0.219
H 3.747 -0.621 -4.146 0.208
H 3.866 0.888 -3.248 0.204
H 2.556 -0.547 -0.025 0.193
H 3.128 0.947 -0.795 0.167
H 1.865 -2.501 -1.707 0.220
H 3.002 -2.713 -3.061 0.203
H 3.772 -2.652 -0.101 0.236
H 5.177 -3.988 -2.333 0.421
H 6.163 -6.530 -0.036 0.273
H 5.213 -6.629 -1.534 0.265
H 9.018 -5.066 -0.632 0.416
H 8.295 -3.745 -1.414 0.414
H 5.407 -1.413 -2.373 0.205
H 5.204 -0.710 -0.750 0.211
H -1.259 2.477 1.005 0.196
H -2.810 2.729 0.192 0.213
```

Calculated values
- energy above the lowest of the compared OMol25 structures with the same formula, charge and spin (kJ/mol) = 0.3
- HOMO-LUMO gap (eV) = 9.841
- net charge = 0
- spin multiplicity = 1
- calculated total energy (eV) = -46852.58160
- SMILES = CC1(C)CCC[C@@H](C(=O)NC[C@@H]2CC[C@]3(CO2)C[C@H](NC(=O)CS(N)(=O)=O)C3)C1

=====

Entry 5:
A 2-piece molecular cluster, C2H7N2O2 overall. Source: OMol25; level of theory: wB97M-V/def2-TZVPD.

Geometry as XYZ:
```
13
Properties=species:S:1:pos:R:3:nbo_charge:R:1
C -0.224 0.135 -0.759 0.271
C 0.047 -0.313 1.576 0.667
N -0.133 -0.794 -1.676 -0.781
N -0.760 1.254 -1.125 -0.758
O 0.891 -1.341 1.525 -0.662
O 0.280 0.879 2.027 -0.602
H -0.975 -0.476 1.527 0.203
H -0.133 -1.753 -1.491 0.410
H -0.134 -0.626 -2.694 0.393
H -0.619 2.089 -0.632 0.410
H -1.203 1.403 -2.060 0.391
H 1.824 -1.367 1.338 0.544
H 1.142 0.910 2.443 0.513
```

Calculated values
- energy above the lowest of the compared OMol25 structures with the same formula, charge and spin (kJ/mol) = 268.4
- HOMO-LUMO gap (eV) = 9.537
- net charge = +1
- spin multiplicity = 1
- calculated total energy (eV) = -9253.99094

=====

Entry 6:
C2H2N2O as an isolated structure. Source: OMol25; level of theory: wB97M-V/def2-TZVPD.

Geometry as XYZ:
```
7
Properties=species:S:1:pos:R:3:nbo_charge:R:1
C 1.636 -0.067 -0.207 0.335
C -1.192 0.022 0.195 0.209
N 2.593 -0.479 0.278 -0.309
N 0.471 0.121 -0.821 -0.246
O -0.474 1.131 -0.199 -0.384
H -2.044 -0.280 -0.448 0.197
H -0.989 -0.448 1.201 0.199
```

Calculated values
- energy above the lowest of the compared OMol25 structures with the same formula, charge and spin (kJ/mol) = 526.5
- HOMO-LUMO gap (spin up / spin down) (eV) = 8.617 / 8.620
- net charge = 0
- spin multiplicity = 1
- calculated total energy (eV) = -7128.38640

=====

Entry 7:
A 2-piece molecular cluster, C3H10OS2 overall. Source: OMol25; level of theory: wB97M-V/def2-TZVPD.

Geometry as XYZ:
```
16
Properties=species:S:1:pos:R:3:nbo_charge:R:1
C 1.788 -0.828 -2.624 -0.646
C 0.750 -0.937 -1.355 -0.426
C -0.238 0.222 -1.255 -0.549
S -1.558 -0.192 -0.129 0.075
S -1.375 0.722 1.663 -0.180
H 1.809 -1.668 -3.449 0.220
H 2.873 -0.873 -2.216 0.223
H 1.677 0.147 -3.228 0.210
H 0.293 -1.993 -1.422 0.222
H 1.221 -0.809 -0.349 0.216
H 0.261 1.231 -1.031 0.238
H -0.911 0.334 -2.129 0.230
H -2.166 -0.286 2.294 0.166
O 2.858 0.398 1.743 -0.922
H 1.980 0.539 1.806 0.457
H 3.221 0.965 2.646 0.465
```

Calculated values
- energy above the lowest of the compared OMol25 structures with the same formula, charge and spin (kJ/mol) = 208.8
- HOMO-LUMO gap (eV) = 8.466
- net charge = 0
- spin multiplicity = 1
- calculated total energy (eV) = -26989.12645
- SMILES = CCCSS.O

=====

Entry 8:
A single C3H8N2O molecule. Source: OMol25; level of theory: wB97M-V/def2-TZVPD.

Geometry as XYZ:
```
14
Properties=species:S:1:pos:R:3:nbo_charge:R:1
C 0.429 -1.728 -0.386 -0.663
C -0.446 -0.522 -0.172 0.068
O -1.822 -0.791 0.007 -0.706
C 0.022 0.695 0.199 0.296
N -0.856 1.748 0.448 -0.833
N 1.375 0.998 0.349 -0.819
H 0.946 -2.014 0.532 0.209
H -0.196 -2.564 -0.691 0.232
H 1.178 -1.551 -1.162 0.204
H -1.951 -0.372 -0.923 0.486
H -1.776 1.407 0.701 0.397
H -0.500 2.430 1.102 0.373
H 1.990 0.322 -0.079 0.384
H 1.606 1.944 0.075 0.372
```

Calculated values
- energy above the lowest of the compared OMol25 structures with the same formula, charge and spin (kJ/mol) = 179.1
- HOMO-LUMO gap (eV) = 8.161
- net charge = 0
- spin multiplicity = 1
- calculated total energy (eV) = -8267.47030
- SMILES = CC(O)=C(N)N